DFT (ωB97M-V/def2-TZVPD) results for C33H30BrIIrN8SSb as an isolated structure.

Output
2S+1: 2
Lowest unoccupied orbital energy (spin up / spin down) in eV: -8.01 / -9.93
Charge: +3

Last column: Mulliken spin population.
CARTESIAN COORDINATES (ANGSTROEM)
C -4.71076 -0.66352 -2.45048  -0.001
H -4.33219 -2.64074 -3.22103  0.000
H 4.76354 0.49787 -4.66357  0.000
H 0.14023 5.66206 0.39021  0.001
C 1.83376 -5.18881 1.85799  0.000
N -0.64444 3.14055 1.95937  0.000
C 3.68278 3.64428 -4.99106  -0.005
C 0.36264 -3.30073 -1.53887  -0.004
C 1.36378 -5.24190 -0.57363  0.001
Ir -0.48243 -0.80369 -0.08538  -0.001
C 4.41340 2.53016 -5.29266  0.030
C -2.75311 -0.60075 3.57798  0.000
C -0.87982 4.44873 1.81792  -0.002
C -3.98133 -1.83523 -2.59192  0.001
H -1.53023 5.30417 5.03025  0.000
C -2.40390 -3.66081 0.70463  -0.001
N 2.20737 -5.64774 2.84108  0.000
C 2.71792 2.50165 -3.14697  -0.030
C 4.22215 1.41694 -4.47141  -0.016
C 0.86776 -4.57652 -1.68421  0.002
C 2.44300 1.32956 2.28614  0.000
N 2.83827 3.59859 -3.94125  0.046
H 2.07756 -1.58391 -1.58114  0.002
H -1.77315 -3.52363 -0.15543  0.001
H 0.00404 -2.73407 -2.38788  0.003
H 3.71723 -1.00573 -1.52805  0.003
H 5.09653 2.51500 -6.12803  0.001
H -2.77366 0.10507 4.40053  0.000
H -4.37053 -3.25017 2.31951  0.000
C -3.78924 -1.50312 3.41187  0.000
C -3.64020 -2.46121 2.43504  0.000
H -0.68891 4.27112 -0.31463  -0.006
H -1.39406 6.30801 2.76162  0.000
N -1.59499 -1.47203 1.66154  0.001
C -1.20558 5.25349 2.91324  0.000
Br 0.31043 0.12123 -2.27681  0.210
N 3.41041 1.40532 -3.41907  0.029
C -0.99816 3.33936 4.31896  0.000
H -1.60663 5.69410 0.22359  0.000
C -1.27727 4.69759 4.17077  0.000
C 1.36133 0.56302 1.88684  -0.002
H 2.27216 4.41218 -3.72624  0.000
S 1.66558 2.62198 -1.78187  0.710
H 0.75941 -2.78257 1.67171  0.000
C 3.63896 1.26718 1.59783  0.003
N 1.40438 -0.23854 0.79142  0.016
C -1.68229 -0.59846 2.70446  0.000
H 1.76877 -6.24233 -0.65097  0.000
Sb -0.05683 0.57306 3.49759  0.000
C 1.33657 -4.58621 0.65331  0.000
H 4.49200 1.86402 1.89203  0.000
I -1.90658 1.50019 0.12096  -0.002
C -0.69671 2.60323 3.18998  0.000
H 0.87778 -5.03799 -2.66149  0.000
H -1.98411 -4.47626 1.30063  0.000
C -2.78359 -1.97157 -1.92075  0.000
N -2.30209 -1.00464 -1.12362  -0.004
H -3.38740 -3.98694 0.37122  0.000
H -4.65652 -1.49155 4.05865  0.000
C 2.89886 -1.38063 -0.91793  -0.008
C -2.99637 0.13773 -1.03450  0.009
H -1.00860 2.87988 5.29928  0.000
C 3.71574 0.36856 0.56035  -0.001
C 2.61110 -0.37716 0.16348  -0.005
C -4.20226 0.35762 -1.65981  0.000
H 2.35715 1.96191 3.16308  0.000
C -0.75934 5.04606 0.44685  0.006
H 3.72032 4.57197 -5.54548  0.000
H -2.19554 -2.86992 -2.02235  -0.007
H 4.64429 0.22205 0.02721  0.001
N 0.31964 -2.68037 -0.34731  0.020
H -4.72102 1.29874 -1.54294  0.000
C -2.53532 -2.45701 1.59059  0.001
H -5.65515 -0.53793 -2.96334  0.000
C 0.80451 -3.30744 0.72834  0.000
H 3.23898 -2.31238 -0.45598  -0.001